# 1
A cluster of 8 separate species, C20H62O26P6 in total at a distorted geometry. Source: the Open Molecules 2025 dataset; level of theory: ωB97M-V/def2-TZVPD.

Last column: Mulliken charge in e.
CARTESIAN COORDINATES (ANGSTROEM)
C 0.05737 -6.20947 1.87905  -0.676
O -0.72195 -5.15812 2.45556  -0.217
P -1.84274 -4.37509 1.68215  0.236
O -2.96345 -5.13486 1.13093  -0.780
O -2.28168 -3.29223 2.75908  -0.082
C -3.30460 -3.65680 3.68315  -0.912
O -0.95175 -3.60502 0.62568  0.632
C -1.61709 -2.91922 -0.44413  -0.553
H -0.12092 -6.28275 0.80466  0.310
H -0.19351 -7.12955 2.39589  0.258
H 1.10814 -5.94535 1.98610  0.236
H -3.77391 -4.61611 3.46035  0.387
H -4.07500 -2.88985 3.61205  0.285
H -2.94555 -3.73416 4.70908  0.294
H -2.09481 -3.60078 -1.15025  0.382
H -0.85503 -2.36628 -0.98578  -0.013
H -2.37650 -2.24871 -0.04386  0.231
C -3.24931 1.59427 -0.22695  -0.332
O -2.02832 2.27009 0.08736  -0.423
P -0.82663 1.37984 0.56208  0.908
O -0.52696 0.19497 -0.23873  -0.326
O 0.32423 2.47022 0.61218  -0.279
C 1.53330 2.10544 1.24290  -0.252
O -1.09568 1.10499 2.11046  -0.189
C -0.93085 -0.20801 2.62975  -0.096
H -3.13382 0.52752 -0.43449  0.097
H -3.65371 2.02889 -1.13699  -0.066
H -3.95952 1.70553 0.59000  0.353
H 1.39595 1.93252 2.31609  -0.214
H 2.22459 2.94577 1.17791  0.324
H 2.00551 1.22040 0.81023  0.075
H -0.43062 -0.12201 3.59613  -0.008
H -0.37829 -0.90571 2.00104  -0.114
H -1.86715 -0.72196 2.85541  0.304
C 2.42286 -0.56220 -5.63059  -0.633
O 2.84092 0.81233 -5.62394  -0.418
P 2.29708 1.75474 -4.49283  0.889
O 0.83671 1.86023 -4.42970  -0.768
O 2.98147 1.23253 -3.16748  0.076
C 2.65164 1.96448 -1.99105  -0.101
O 3.06341 3.10043 -4.75837  -0.403
C 2.90787 3.84941 -5.94768  -0.782
H 1.98361 -0.79029 -6.60310  0.309
H 1.63979 -0.72587 -4.89064  0.257
H 3.28282 -1.21281 -5.50059  0.267
H 3.51958 2.48951 -1.58584  0.367
H 2.24261 1.31487 -1.21903  -0.328
H 1.89927 2.74177 -2.15013  0.250
H 3.10177 4.89858 -5.72858  0.260
H 1.88928 3.82700 -6.34506  0.343
H 3.59336 3.51296 -6.72489  0.278
C -4.31552 4.73197 -3.55897  -0.294
O -4.89112 4.48233 -2.24526  -0.342
P -6.12135 3.53261 -2.04203  1.295
O -6.38069 3.28225 -0.62795  -0.768
O -7.23483 4.30878 -2.88650  -0.324
C -8.59405 3.93038 -2.77900  -0.618
O -5.83534 2.24130 -2.92035  -0.284
C -6.52995 1.01363 -2.66419  -0.806
H -4.86779 4.19044 -4.32617  0.304
H -3.27400 4.44019 -3.48994  -0.035
H -4.45871 5.78525 -3.79159  0.262
H -9.02462 4.13143 -1.79530  0.290
H -8.74464 2.86240 -2.96637  0.256
H -9.16455 4.49667 -3.51129  0.257
H -5.77321 0.24927 -2.49475  0.242
H -7.15342 0.78178 -3.52348  0.288
H -7.13133 1.06962 -1.75595  0.399
C 1.55134 -4.21069 -2.48423  -0.670
O 2.05276 -2.88978 -2.26419  -0.031
P 3.33428 -2.70516 -1.38915  0.370
O 3.43170 -3.55974 -0.20287  -0.822
O 4.53903 -2.88117 -2.40529  -0.206
C 5.82074 -3.36344 -1.96901  -0.760
O 3.25250 -1.14234 -1.13207  0.619
C 4.38418 -0.55956 -0.49660  -1.012
H 2.31714 -4.96299 -2.66112  0.306
H 0.87416 -4.17457 -3.33468  0.266
H 0.94330 -4.48441 -1.61992  0.101
H 6.57673 -2.60260 -2.15158  0.241
H 6.07424 -4.23575 -2.56946  0.267
H 5.74904 -3.64832 -0.92074  0.352
H 4.92857 0.03980 -1.23961  0.192
H 5.10978 -1.27806 -0.11693  0.533
H 4.08447 0.15625 0.26568  0.284
C 2.66108 -1.93621 2.93574  -0.328
O 2.43173 -2.34019 4.28350  -0.094
P 3.28240 -1.62196 5.41420  0.873
O 2.89429 -2.02880 6.75868  -0.757
O 4.78823 -1.86611 5.00747  -0.283
C 5.77481 -2.09234 6.02189  -0.752
O 3.10030 -0.08783 5.01659  -0.264
C 1.92743 0.58664 5.45245  -0.397
H 2.63305 -2.80654 2.28260  0.362
H 3.54319 -1.33197 2.73007  0.443
H 1.82629 -1.32051 2.58002  -0.158
H 5.32682 -2.03542 7.01425  0.340
H 6.56347 -1.34414 5.97801  0.269
H 6.17511 -3.09275 5.87761  0.239
H 1.51443 1.17181 4.62331  -0.160
H 2.14938 1.33040 6.21504  0.353
H 1.13844 -0.12256 5.70677  0.358
C -1.47414 2.41767 5.68659  -0.229
O -2.03292 1.60731 6.73170  -0.534
H -1.07535 3.33956 6.11668  0.331
H -0.75532 1.79835 5.15203  -0.051
H -2.30833 2.70576 5.05182  0.218
H -1.32287 1.19293 7.22791  0.302
C -0.71655 3.85653 -2.32232  0.043
O -0.80826 3.94618 -3.74332  -0.639
H -1.68438 4.00325 -1.84726  0.176
H -0.40633 2.82877 -2.10912  -0.178
H 0.02500 4.57600 -1.96818  0.213
H -0.30371 3.21224 -4.12838  0.507

Summary:
SMILES = COP(=O)(OC)OC.COP(=O)(OC)OC.COP(=O)(OC)OC.COP(=O)(OC)OC.COP(=O)(OC)OC.COP(=O)(OC)OC.CO.CO
Frontier orbital gap = 9.86 eV
Strongest force on any atom = 1.7 eV Å⁻¹

=====

# 2
The ion C20H40BN2O4 with charge +1 at a distorted geometry. Source: the Open Molecules 2025 dataset; level of theory: ωB97M-V/def2-TZVPD.

Last column: natural (NBO) charge in e.
CARTESIAN COORDINATES (ANGSTROEM)
C 6.93411 2.52660 0.09483  -0.195
C 6.54135 1.32216 -0.45859  -0.365
C 6.05334 0.20498 0.35280  0.716
O 6.27029 0.18366 1.56447  -0.593
O 5.44469 -0.79656 -0.32303  -0.513
C 4.95353 -1.84976 0.51282  -0.062
C 3.99369 -2.71928 -0.29533  -0.415
C 2.71456 -1.92949 -0.54564  -0.401
C 1.58137 -2.73135 -1.20827  -0.391
C 0.19751 -2.18467 -0.82188  -0.407
C -0.24615 -0.99550 -1.71642  -0.467
C -0.68503 0.28112 -0.99464  0.472
O -0.60535 1.38716 -1.84081  -0.534
C -1.16633 1.23915 -3.14822  -0.079
C -1.74470 2.60501 -3.60427  -0.413
C -1.18291 3.79549 -2.82400  -0.598
C 0.20330 0.65219 0.20563  -0.457
C -0.37622 0.31607 1.58903  -0.386
C -1.85207 0.84823 1.81791  -0.634
B -2.59317 -0.24659 2.70701  1.248
O -1.91065 -0.67017 3.85375  -0.945
N -3.90029 -0.83038 2.40624  -0.812
C -3.87550 -2.30707 2.28534  -0.411
C -4.84004 -0.37566 3.44515  -0.409
C -2.48040 1.18123 0.46493  -0.035
C -3.97584 1.50107 0.45251  -0.624
N -2.09805 0.10453 -0.48560  -0.550
H 6.23557 3.27934 0.45072  0.196
H 7.98632 2.80126 0.14228  0.203
H 6.65049 1.21922 -1.53736  0.238
H 5.74161 -2.41687 1.00117  0.204
H 4.35674 -1.37914 1.29645  0.178
H 3.80516 -3.58360 0.33950  0.212
H 4.48306 -3.00173 -1.22684  0.219
H 2.34966 -1.61319 0.43690  0.179
H 2.92369 -1.02429 -1.11627  0.211
H 1.71167 -2.65124 -2.28838  0.205
H 1.62946 -3.78525 -0.94308  0.216
H 0.14649 -1.99242 0.24770  0.195
H -0.49388 -3.00950 -1.00968  0.215
H 0.59296 -0.73327 -2.35731  0.247
H -1.01657 -1.37687 -2.38746  0.220
H -0.38936 0.98014 -3.86467  0.196
H -1.99025 0.52658 -3.18262  0.160
H -2.82251 2.59436 -3.42143  0.191
H -1.61752 2.73452 -4.67534  0.224
H -1.52596 4.73435 -3.24981  0.226
H -1.48078 3.77581 -1.77990  0.199
H -0.09578 3.75557 -2.87260  0.211
H 1.19515 0.22656 0.09587  0.256
H 0.32912 1.73329 0.16840  0.245
H -0.32396 -0.74789 1.81828  0.186
H 0.23699 0.80752 2.33817  0.253
H -1.75811 1.76332 2.40415  0.271
H -1.36268 -1.44012 3.68818  0.507
H -2.92686 -2.74442 2.59667  0.182
H -4.69110 -2.72413 2.87139  0.220
H -4.11585 -2.57229 1.25404  0.190
H -5.85933 -0.33424 3.06273  0.208
H -4.60829 0.64416 3.76498  0.202
H -4.79989 -0.99829 4.34037  0.200
H -1.98082 2.08103 0.10757  0.228
H -4.19928 2.09500 -0.43363  0.218
H -4.22413 2.04180 1.35789  0.245
H -4.54117 0.57470 0.38362  0.235
H -2.12433 -0.82588 -0.06030  0.433
H -2.78073 0.07389 -1.24610  0.438

Summary:
SMILES = C=CC(=O)OCCCCCC[C@]1(OCCC)CC[C@H](B(O)N(C)C)[C@H](C)[NH2+]1
Frontier orbital gap = 7.59 eV
Strongest force on any atom = 2.1 eV Å⁻¹
Net charge = +1

=====

# 3
A structure of composition C25H30BaN11OS4Sb. Source: the Open Molecules 2025 dataset; level of theory: ωB97M-V/def2-TZVPD.

Last column: Mulliken charge in e.
CARTESIAN COORDINATES (ANGSTROEM)
Ba -0.73114 -0.04659 0.39289  1.445
C 3.57336 -4.06400 0.30396  -1.651
C 2.95451 -3.58878 -1.00784  0.741
C 1.50426 -4.06357 -1.11145  -1.127
C 3.05070 -2.08761 -1.21816  0.515
C 3.27907 -1.19067 -0.18403  -0.418
C 3.34371 0.18258 -0.42105  -0.603
C 3.17800 0.69435 -1.69754  0.904
C 3.16934 2.17439 -1.95284  -1.411
C 2.92998 -0.20672 -2.73329  -0.619
C 2.87025 -1.56428 -2.49917  -0.563
H 3.56467 -5.15537 0.34638  0.464
H 3.00251 -3.70035 1.16205  0.155
H 4.60378 -3.72021 0.41498  0.385
H 3.51898 -4.05344 -1.82542  0.334
H 0.89446 -3.61755 -0.32215  0.042
H 1.44443 -5.15196 -1.02017  0.417
H 1.03579 -3.76306 -2.04769  0.378
H 3.40907 -1.55384 0.82858  0.233
H 3.51439 0.85262 0.41519  0.321
H 3.61413 2.40816 -2.92135  0.476
H 3.71159 2.72130 -1.17999  0.373
H 2.14119 2.54477 -1.97460  -0.038
H 2.73230 0.17328 -3.72803  0.291
H 2.64462 -2.23528 -3.32125  0.357
S -1.95594 -1.03411 -5.16915  -0.745
Sb -1.94186 -0.46141 -2.95553  0.678
S -0.20899 1.08860 -2.43612  -0.701
S -1.62305 -2.33031 -1.52346  -0.638
S -3.82583 0.61098 -2.04863  -0.614
N -3.85735 1.96829 0.77579  0.270
C -3.94730 1.24917 1.89969  0.126
N -4.84788 1.62495 2.82171  -0.664
C -4.87901 0.86292 3.90004  0.400
N -5.76631 1.19820 4.88210  -0.420
N -4.14069 -0.23037 4.11600  -0.603
C -3.25660 -0.49289 3.16309  0.149
N -3.09630 0.20067 2.04267  0.060
C -2.38057 -1.68282 3.40768  0.178
C -2.70725 -2.57668 4.42107  -0.620
C -1.88788 -3.66651 4.64560  -0.426
C -0.76341 -3.83106 3.85540  -0.692
C -0.52180 -2.89546 2.86553  -0.325
N -1.30422 -1.84286 2.63271  0.286
H -4.60103 2.64128 0.66830  0.322
H -3.58397 1.48611 -0.11756  -0.650
H -6.10868 2.14275 4.84183  0.259
H -5.56292 0.81916 5.79067  0.254
H -3.58841 -2.39252 5.01591  0.484
H -2.12248 -4.37610 5.42898  0.394
H -0.08983 -4.66540 3.99321  0.419
H 0.34447 -2.99059 2.21917  0.412
C -2.04637 4.14663 -1.97163  -0.778
N -1.22260 4.52708 -0.82676  0.289
C -1.86564 5.03847 0.37090  -0.697
C 0.07975 4.69589 -0.95810  0.534
N 1.22645 4.85687 -1.01084  -0.698
H -2.32483 5.02442 -2.56549  0.266
H -2.94268 3.64742 -1.60728  0.206
H -1.51382 3.41428 -2.57692  0.224
H -2.43414 5.95106 0.15714  0.307
H -1.11096 5.26285 1.12208  0.335
H -2.54343 4.28271 0.76956  0.016
N 2.03364 2.98159 1.58279  -0.260
C 1.25527 2.27062 2.45346  0.553
O 0.79299 1.15916 2.09843  -0.583
C 1.00072 2.81623 3.74137  0.470
C 0.15667 2.10365 4.63248  0.085
N -0.53190 1.51790 5.35290  -0.706
C 1.50626 4.08256 4.12409  -0.114
N 1.91958 5.11713 4.43691  -0.649
H 1.94381 2.73988 0.60673  -0.092
H 2.17963 3.96202 1.76096  0.298

Summary:
Frontier orbital gap = 5.53 eV
Strongest force on any atom = 0.6 eV Å⁻¹
Net charge = -2

=====

- frontier orbital gap of number 3 (C25H30BaN11OS4Sb)?
  5.53 eV